1.
A cluster of 2 separate species, C27H46Cl2FNO8P in total at a distorted geometry, computed with ωB97M-V/def2-TZVPD.

## Properties
F_max: 5.2 eV/Å
calculated total energy: -83652.3388 eV
Kohn-Sham gap: 5.61 eV

```
! wB97M-V def2-TZVPD RIJCOSX def2/J DEFGRID3
* xyz 1 1
C 0.9506 7.1848 -1.1888
C 0.0949 6.2422 -2.1760
C -0.2321 4.8471 -1.4038
C 0.9442 3.8028 -1.7193
O 1.3031 2.9435 -0.5747
N 0.3606 1.9815 -0.4123
C 0.2771 0.8593 -1.1585
C 1.3694 0.5572 -2.3056
C 2.2943 -0.6851 -1.7998
C 3.8449 -0.2972 -1.6311
C 4.7218 -1.6355 -1.7493
C 4.1633 0.6157 -0.3510
C 4.3191 -0.1792 1.0317
C 5.3762 0.6626 1.9430
C 5.4435 2.0819 1.9879
C 6.8876 2.8192 1.9571
C 4.1740 3.0738 2.1149
C -0.9977 -0.0740 -0.7582
C -2.0413 0.2598 -1.9417
C -3.1772 1.3049 -1.5521
O -3.0537 2.5345 -1.4714
F -4.4665 0.7433 -1.2367
P -0.7724 -1.9702 -0.9306
O -2.3351 -2.7168 -0.8222
Cl 0.2963 -2.7638 0.7131
C -1.2443 0.5009 0.7235
C -2.6042 0.1711 1.5102
C -2.4165 -0.7144 2.8325
C -2.0449 0.1307 4.1419
O -0.9585 0.0105 4.7647
O -2.9939 1.0672 4.6552
C -0.7265 2.0074 0.6072
Cl 0.2515 2.1993 2.1933
H 0.3138 8.0987 -0.8918
H 1.2114 6.6004 -0.2389
H 1.9319 7.5040 -1.6823
H -0.8590 6.7520 -2.5765
H 0.7052 5.9784 -3.1254
H -0.3745 5.0518 -0.2768
H -1.2537 4.4926 -1.7998
H 1.8444 4.4139 -2.0888
H 0.5984 3.1793 -2.6281
H 0.8258 0.3000 -3.2876
H 2.0560 1.4420 -2.5160
H 2.1998 -1.4875 -2.6273
H 1.9072 -1.0846 -0.8025
H 4.1126 0.3449 -2.5597
H 4.8648 -2.0207 -2.8139
H 4.1414 -2.4637 -1.1817
H 5.7279 -1.5355 -1.2082
H 5.0402 1.3191 -0.5931
H 3.2476 1.3168 -0.2196
H 4.7661 -1.2237 0.9436
H 3.3650 -0.2560 1.6556
H 6.1294 0.0816 2.5872
H 7.7218 2.1675 2.3940
H 6.8781 3.7847 2.5954
H 7.2015 3.1072 0.8917
H 3.8462 3.3391 1.0540
H 3.3911 2.5182 2.7291
H 4.5184 3.9793 2.7326
H -2.5366 -0.6775 -2.3953
H -1.4257 0.7163 -2.8078
H -2.7457 -2.4304 0.0327
H -0.4198 -0.0269 1.3345
H -3.3091 -0.4032 0.7939
H -3.0970 1.1671 1.7876
H -1.6446 -1.5482 2.7312
H -3.4312 -1.2192 3.0587
H -2.8857 1.9402 4.2160
H -1.4518 2.8826 0.6572
C -7.4892 -7.7610 0.4045
C -6.1873 -8.1390 1.0850
O -5.0751 -7.9833 0.1935
C -4.6536 -6.7233 0.0085
O -5.1171 -5.7337 0.5264
O -3.6409 -6.7464 -0.8740
C -3.1638 -5.4522 -1.2325
H -7.6108 -8.3171 -0.5288
H -8.3404 -7.9698 1.0561
H -7.5083 -6.6997 0.1464
H -6.2181 -9.1943 1.3652
H -6.0299 -7.5663 2.0032
H -2.9062 -4.8669 -0.3504
H -3.9146 -4.9333 -1.8337
H -2.2642 -5.5795 -1.8362
*
```

2.
An isolated molecule of C6H13BO2 at a distorted geometry, computed with ωB97M-V/def2-TZVPD.

## Properties
relative energy (zero: lowest compared OMol25 entry of this formula, charge and spin): 2.140 eV
F_max: 4.3 eV/Å
calculated total energy: -11203.0451 eV
Kohn-Sham gap: 7.53 eV

```
! wB97M-V def2-TZVPD RIJCOSX def2/J DEFGRID3
* xyz 0 1
B 1.9298 0.1491 0.1019
C -0.3142 0.1898 -1.2982
C 0.6356 -0.5558 -0.4425
C -1.1939 0.4763 -0.0590
C 0.4264 -2.0830 -0.0721
C -2.2232 -0.4382 0.3196
C -1.0008 1.7546 0.5288
O 2.0651 1.5378 -0.3862
O 2.9523 -0.5123 0.7749
H 0.2017 1.1462 -1.7279
H -0.8167 -0.4182 -2.1716
H 1.3364 -2.6490 -0.2194
H -0.4906 -2.6459 -0.6351
H 0.2690 -2.2074 1.1203
H -2.3566 -0.5773 1.3830
H -1.8885 -1.3418 -0.1738
H -3.3678 -0.1096 0.0228
H -1.0474 1.9323 1.6979
H -1.7056 2.5002 -0.0332
H 0.0153 2.0838 0.2202
H 2.6183 2.0383 0.2374
H 3.9552 -0.2701 0.8123
*
```

3.
A structure of composition C34H35As2BrNO5RuSTe, computed with ωB97M-V/def2-TZVPD.

## Properties
relative energy (zero: lowest compared OMol25 entry of this formula, charge and spin): 0.000 eV
F_max: 0.7 eV/Å
calculated total energy: -259980.3523 eV
Kohn-Sham gap (spin up / spin down): 6.75 / 5.87 eV
⟨S²⟩: 8.799

```
! wB97M-V def2-TZVPD RIJCOSX def2/J DEFGRID3
* xyz 0 6
Ru 0.0832 -0.0654 -0.4330
O -5.2512 -3.3762 -1.4478
C -4.2628 -2.4579 -1.4568
C -4.3694 -1.2251 -0.8222
C -3.2973 -0.3652 -0.8933
N -2.1567 -0.6589 -1.5273
C -2.0921 -1.8404 -2.1308
Br -0.4869 -2.2286 -3.0507
C -3.1039 -2.7741 -2.1429
H -5.9958 -3.0501 -0.9331
H -5.2703 -0.9397 -0.2908
H -3.3332 0.6127 -0.4324
H -2.9963 -3.7248 -2.6464
C 0.5755 -1.5598 3.3273
As -0.2832 -0.2573 2.1774
C -2.1553 -0.6638 2.5591
C -0.2955 1.3327 3.3384
C 0.1131 1.3056 4.6670
C -0.1530 2.3852 5.5059
C -0.8358 3.4903 5.0185
C -1.2129 3.5379 3.6784
C -0.9319 2.4720 2.8333
As -1.1481 2.4981 0.8791
C -2.0182 4.2181 0.5958
C 0.7013 3.1393 0.7088
H 0.0188 -1.6386 4.2564
H 1.6006 -1.2572 3.5281
H 0.5830 -2.5249 2.8266
H -2.2935 -0.6811 3.6376
H -2.4164 -1.6201 2.1128
H -2.7732 0.1207 2.1331
H 0.6338 0.4433 5.0651
H 0.1618 2.3531 6.5426
H -1.0654 4.3218 5.6752
H -1.7097 4.4211 3.2947
H -1.3646 5.0192 0.9338
H -2.9644 4.2534 1.1308
H -2.2074 4.3280 -0.4682
H 0.8349 4.0109 1.3502
H 0.9519 3.3929 -0.3151
H 1.3636 2.3519 1.0548
Te -0.5185 1.6203 -2.5865
C 0.7622 3.2499 -3.0038
C 1.8386 3.2526 -3.8470
C 2.4232 4.5454 -4.0291
C 1.7752 5.5121 -3.3231
S 0.4609 4.8486 -2.4480
H 2.2013 2.3515 -4.3318
H 3.2820 4.7396 -4.6618
H 1.9912 6.5714 -3.2755
O 1.0766 -2.2296 -0.1670
C 0.1085 -2.9074 0.2984
O -1.0318 -2.4249 0.4615
C 0.3598 -4.3314 0.6956
C -0.6449 -5.0474 1.3251
C -0.4517 -6.3722 1.7327
C 0.7755 -6.9221 1.4725
O 1.2093 -8.1816 1.7700
C 2.5475 -8.2812 1.2642
O 2.8938 -7.0041 0.7183
C 1.7790 -6.2133 0.8429
C 1.6129 -4.9165 0.4419
H -1.5953 -4.5571 1.4969
H -1.2286 -6.9410 2.2287
H 2.5854 -9.0382 0.4836
H 3.2256 -8.5294 2.0772
H 2.3970 -4.3535 -0.0503
C 2.5187 -0.0381 -1.5870
C 3.0860 0.5177 -0.4150
C 3.5066 1.8739 -0.4133
C 4.0682 2.4461 0.7065
C 4.2236 1.7023 1.8781
C 3.8254 0.3648 1.9012
C 3.2723 -0.2274 0.7824
H 2.4076 -1.1063 -1.7040
H 2.4927 0.5732 -2.4768
H 3.3717 2.4565 -1.3204
H 4.3836 3.4828 0.6811
H 4.6605 2.1575 2.7596
H 3.9673 -0.2224 2.8010
H 2.9760 -1.2677 0.7941
*
```

> Which formula does entry 3 have?

C34H35As2BrNO5RuSTe

> What is the formula in the second record?

C6H13BO2